Record 1
DFT (wB97M-V/def2-TZVPD) results for a 18-piece molecular cluster, C49H78Cl18O20P overall at a distorted geometry.

Cartesian coordinates (Å):
C1 -2.66 -2.96 2.77
C2 -1.79 -3.26 1.53
C3 -1.27 -1.97 0.90
C4 -0.06 -2.22 0.02
P1 0.52 -0.68 -0.73
C5 1.83 -1.00 -1.94
C6 1.48 -2.07 -2.96
C7 2.65 -2.67 -3.74
C8 2.31 -4.02 -4.36
C9 -0.84 0.19 -1.50
C10 -0.41 1.43 -2.28
C11 -1.61 2.19 -2.78
C12 -1.36 3.28 -3.77
C13 1.29 0.41 0.51
C14 0.33 1.43 1.11
C15 1.03 2.51 1.94
C16 0.12 3.67 2.22
H1 -2.01 -2.32 3.39
H2 -2.95 -3.85 3.32
H3 -3.51 -2.34 2.48
H4 -2.43 -3.81 0.83
H5 -0.95 -3.87 1.89
H6 -1.04 -1.29 1.72
H7 -2.05 -1.49 0.31
H8 -0.21 -2.98 -0.75
H9 0.82 -2.60 0.56
H10 2.56 -1.44 -1.24
H11 2.33 -0.11 -2.32
H12 0.69 -1.72 -3.63
H13 0.99 -2.90 -2.44
H14 3.57 -2.72 -3.14
H15 2.92 -2.01 -4.58
H16 2.16 -4.83 -3.66
H17 3.10 -4.24 -5.08
H18 1.45 -3.98 -5.03
H19 -1.61 0.39 -0.75
H20 -1.34 -0.46 -2.23
H21 0.14 1.08 -3.17
H22 0.31 2.02 -1.70
H23 -2.14 2.50 -1.87
H24 -2.33 1.51 -3.24
H25 -2.27 3.51 -4.34
H26 -0.71 2.95 -4.60
H27 -1.03 4.23 -3.37
H28 2.10 0.89 -0.05
H29 1.81 -0.19 1.25
H30 -0.40 0.94 1.76
H31 -0.34 1.87 0.37
H32 1.86 2.85 1.32
H33 1.44 2.02 2.82
H34 -0.80 3.35 2.73
H35 -0.36 4.10 1.34
H36 0.56 4.48 2.80
C17 2.24 6.23 -5.54
C18 1.65 6.94 -4.58
C19 0.18 7.24 -4.57
O1 -0.29 7.93 -3.71
C20 -0.60 6.65 -5.65
C21 0.00 5.96 -6.62
C22 1.47 5.68 -6.64
O2 1.95 5.11 -7.58
O3 -0.64 5.58 -7.75
O4 2.33 7.46 -3.56
H37 3.26 5.89 -5.46
H38 -1.65 6.94 -5.69
H39 0.07 5.28 -8.36
H40 1.70 7.98 -3.02
C23 3.82 -5.75 4.36
C24 3.64 -5.47 3.07
C25 2.37 -4.84 2.56
O5 2.18 -4.69 1.38
C26 1.55 -4.19 3.55
C27 1.66 -4.55 4.83
C28 2.75 -5.46 5.32
O6 2.71 -5.95 6.42
O7 0.77 -4.15 5.71
O8 4.44 -5.96 2.11
H41 4.72 -6.21 4.73
H42 0.70 -3.59 3.26
H43 1.04 -4.48 6.59
H44 4.24 -5.54 1.26
C29 -1.92 4.87 5.52
C30 -2.67 5.94 5.76
C31 -2.95 6.40 7.16
O9 -3.83 7.19 7.37
C32 -2.23 5.73 8.25
C33 -1.51 4.63 8.00
C34 -1.33 4.08 6.61
O10 -0.70 3.05 6.42
O11 -0.91 3.96 8.99
O12 -3.30 6.61 4.80
H45 -1.79 4.45 4.53
H46 -2.34 6.16 9.23
H47 -0.30 3.31 8.61
H48 -4.01 7.13 5.23
C35 -1.09 -5.97 -2.04
C36 -0.41 -5.94 -0.89
C37 -0.98 -6.53 0.38
O13 -0.36 -6.55 1.41
C38 -2.37 -6.97 0.27
C39 -2.95 -7.18 -0.92
C40 -2.32 -6.74 -2.20
O14 -2.81 -6.95 -3.28
O15 -4.13 -7.76 -1.02
O16 0.79 -5.35 -0.79
H49 -0.55 -5.64 -2.92
H50 -2.88 -7.20 1.20
H51 -4.37 -7.83 -1.96
H52 1.13 -5.45 0.13
O17 -4.50 -0.20 -1.95
H53 -4.89 0.25 -2.72
H54 -4.12 -1.01 -2.31
O18 -5.95 4.60 -4.62
H55 -5.10 4.60 -5.08
H56 -6.59 4.43 -5.32
O19 -5.10 1.18 -4.70
H57 -4.95 1.86 -5.38
H58 -4.85 0.36 -5.14
O20 -4.63 2.88 -6.78
H59 -5.45 3.05 -7.27
H60 -3.96 3.41 -7.24
C41 6.40 -3.12 -0.30
Cl1 6.63 -4.87 -0.32
Cl2 4.71 -2.66 -0.14
H61 6.98 -2.74 0.54
H62 6.84 -2.69 -1.19
C42 3.32 1.05 -5.52
Cl3 1.91 2.01 -6.00
Cl4 4.79 2.01 -5.81
H63 3.28 0.78 -4.48
H64 3.43 0.21 -6.18
C43 -4.09 2.02 1.45
Cl5 -3.01 3.27 0.82
Cl6 -3.17 0.83 2.37
H65 -4.78 2.52 2.12
H66 -4.64 1.51 0.67
C44 0.98 -9.03 -4.06
Cl7 1.68 -7.52 -3.45
Cl8 -0.36 -9.50 -3.04
H67 0.61 -8.88 -5.07
H68 1.76 -9.79 -4.10
C45 4.99 3.08 1.14
Cl9 5.51 1.40 1.27
Cl10 4.15 3.63 2.58
H69 5.89 3.65 0.93
H70 4.36 3.28 0.28
C46 -3.78 -5.86 6.53
Cl11 -3.75 -7.63 6.66
Cl12 -2.32 -5.27 5.75
H71 -4.68 -5.52 6.03
H72 -3.83 -5.51 7.55
C47 -0.51 0.32 5.07
Cl13 0.49 -0.69 4.02
Cl14 -1.76 -0.61 5.93
H73 0.07 0.83 5.82
H74 -1.04 0.99 4.41
C48 2.19 4.31 -2.43
Cl15 0.95 4.53 -1.18
Cl16 3.13 2.85 -2.09
H75 1.68 4.20 -3.39
H76 2.84 5.18 -2.44
C49 3.11 5.29 5.87
Cl17 1.76 4.53 5.01
Cl18 3.55 6.84 5.17
H77 2.79 5.46 6.90
H78 3.94 4.60 5.88

Properties
* frontier orbital gap: 7.718 eV
* total charge: +1

---

Record 2
DFT (wB97M-V/def2-TZVPD) results for C49H79CaClFN5O8S3Si as an isolated structure at a distorted geometry.

Cartesian coordinates (Å):
Ca1 -0.81 0.14 -0.34
C1 3.85 -4.72 3.42
C2 3.56 -5.01 1.96
N1 2.96 -3.87 1.27
C3 1.61 -3.79 1.17
C4 0.91 -2.77 0.62
C5 -0.61 -2.86 0.68
O1 -1.09 -3.95 0.99
O2 -1.26 -1.79 0.43
C6 1.66 -1.69 0.04
O3 1.17 -0.75 -0.60
C7 3.11 -1.72 0.23
C8 3.84 -0.60 -0.19
C9 5.20 -0.61 -0.03
F1 5.92 0.44 -0.48
C10 5.87 -1.69 0.54
C11 5.14 -2.79 0.97
C12 3.75 -2.81 0.83
N2 7.29 -1.73 0.68
C13 7.96 -2.46 -0.38
C14 9.37 -2.80 0.05
N3 10.09 -1.52 0.38
C15 9.36 -0.76 1.47
C16 7.97 -0.47 0.96
H1 4.35 -5.57 3.89
H2 2.93 -4.52 3.96
H3 4.50 -3.85 3.53
H4 2.85 -5.83 1.87
H5 4.46 -5.31 1.42
H6 1.06 -4.63 1.59
H7 3.33 0.28 -0.58
H8 5.67 -3.59 1.46
H9 8.00 -1.88 -1.32
H10 7.43 -3.38 -0.59
H11 9.94 -3.32 -0.72
H12 9.36 -3.39 0.97
H13 10.10 -0.93 -0.46
H14 11.06 -1.70 0.64
H15 9.93 0.15 1.67
H16 9.35 -1.40 2.34
H17 8.04 0.18 0.07
H18 7.42 0.09 1.72
C17 -4.81 -1.19 -0.26
C18 -4.35 -1.44 -1.69
C19 -3.83 -2.87 -1.81
C20 -5.49 -1.18 -2.66
O4 -3.27 -0.51 -1.91
Si1 -2.60 -0.02 -3.36
S1 -0.79 0.82 -2.90
O5 -2.56 -1.38 -4.30
C21 -2.33 -1.54 -5.70
C22 -3.67 -1.41 -6.42
C23 -1.34 -0.51 -6.22
C24 -1.77 -2.94 -5.87
O6 -3.62 0.98 -4.19
C25 -3.90 2.37 -4.05
C26 -3.99 2.76 -2.58
C27 -2.81 3.18 -4.76
C28 -5.24 2.59 -4.74
H19 -5.70 -1.78 -0.04
H20 -5.04 -0.13 -0.13
H21 -4.01 -1.47 0.43
H22 -4.62 -3.57 -1.52
H23 -2.97 -3.01 -1.15
H24 -3.52 -3.08 -2.84
H25 -6.26 -1.95 -2.55
H26 -5.14 -1.19 -3.69
H27 -5.95 -0.20 -2.47
H28 -4.09 -0.42 -6.25
H29 -4.38 -2.15 -6.03
H30 -3.55 -1.57 -7.49
H31 -1.76 0.50 -6.17
H32 -1.09 -0.72 -7.26
H33 -0.43 -0.52 -5.62
H34 -2.47 -3.68 -5.47
H35 -0.83 -3.03 -5.33
H36 -1.60 -3.16 -6.93
H37 -3.01 2.72 -2.10
H38 -4.65 2.06 -2.06
H39 -4.39 3.77 -2.48
H40 -1.84 2.97 -4.31
H41 -3.02 4.25 -4.67
H42 -2.78 2.91 -5.82
H43 -6.01 2.00 -4.25
H44 -5.18 2.28 -5.78
H45 -5.53 3.65 -4.70
C29 -3.60 2.65 1.05
C30 -2.16 3.07 1.27
O7 -1.49 3.03 0.01
C31 -0.60 4.13 -0.20
C32 -0.19 4.19 -1.65
H46 -4.11 2.54 2.01
H47 -3.65 1.69 0.53
H48 -4.13 3.38 0.45
H49 -1.66 2.41 1.98
H50 -2.12 4.08 1.67
H51 0.28 4.02 0.44
H52 -1.12 5.05 0.08
H53 0.27 3.25 -1.95
H54 0.54 4.99 -1.79
H55 -1.05 4.37 -2.29
Cl1 2.88 3.34 2.54
C33 3.42 3.95 0.96
C34 4.26 5.04 0.96
C35 4.75 5.56 -0.23
C36 4.35 4.93 -1.42
C37 3.51 3.84 -1.41
C38 2.99 3.25 -0.21
C39 2.17 2.13 -0.22
H56 4.53 5.50 1.91
H57 5.40 6.43 -0.24
H58 4.69 5.32 -2.37
H59 3.21 3.39 -2.35
H60 1.78 1.70 0.69
H61 1.88 1.69 -1.17
S2 0.87 -0.11 2.60
C40 0.72 1.09 3.74
N4 1.45 1.01 4.90
C41 1.36 1.89 5.92
C42 0.52 2.94 5.81
C43 -0.17 3.04 4.57
N5 -0.07 2.19 3.60
H62 2.08 0.21 4.96
H63 1.98 1.70 6.79
H64 0.41 3.67 6.59
H65 -0.82 3.89 4.39
C44 -6.74 0.57 2.26
C45 -6.35 -0.63 3.12
C46 -5.11 -0.37 3.98
S3 -3.61 -0.33 2.98
O8 -2.57 0.42 3.78
C47 -3.20 -2.12 3.07
C48 -2.07 -2.41 4.05
C49 -2.47 -2.31 5.52
H66 -7.50 0.30 1.53
H67 -5.88 0.96 1.71
H68 -7.13 1.38 2.88
H69 -6.17 -1.50 2.49
H70 -7.18 -0.89 3.78
H71 -4.98 -1.13 4.75
H72 -5.14 0.61 4.46
H73 -2.89 -2.40 2.06
H74 -4.12 -2.66 3.31
H75 -1.26 -1.71 3.84
H76 -1.71 -3.41 3.81
H77 -2.83 -1.30 5.75
H78 -1.62 -2.51 6.17
H79 -3.26 -3.02 5.77

Properties
* ΔE to the lowest compared entry with this formula, charge and spin: 0.707 eV
* frontier orbital gap: 2.296 eV

---

Q: The highest frontier orbital gap belongs to which entry?
A: C49H78Cl18O20P

---

Q: Which value of frontier orbital gap does entry 1 give?
A: 7.718 eV

---

Q: Which of these has the lowest frontier orbital gap?
A: C49H79CaClFN5O8S3Si

---

Q: Which of these has the highest frontier orbital gap?
A: C49H78Cl18O20P